Record 1
The following is a DFT calculation (the ωB97M-V functional and the def2-TZVPD basis) of the ion C5H11NO2 with charge +1 in a non-equilibrium geometry.

Values from the calculation:
- energy relative to the best compared isomer or geometry (same formula, charge and spin) (kcal per mole) = 57.2
- highest occupied orbital energy (alpha / beta) (hartree) = -0.5516 / -0.5467
- total charge = +1
- frontier orbital gap (alpha / beta) (eV) = 10.863 / 5.592
- expectation value of S² = 0.76
- 2S+1 = 2

Geometry as XYZ:
```
19
C5H11NO2 | the OMol25 dataset | the ωB97M-V functional and the def2-TZVPD basis
C -0.912 -0.102 -0.275
C 0.269 -0.919 -0.845
C 0.122 -2.286 -0.238
O 0.111 -0.986 -2.274
C -0.515 1.442 -0.459
N 0.452 1.962 0.441
C 0.568 1.364 1.758
O -0.946 2.113 -1.366
H -1.859 -0.257 -0.937
H -1.277 -0.397 0.734
H 1.242 -0.379 -0.557
H 0.065 -3.172 -0.992
H 0.843 -2.582 0.596
H -0.875 -2.559 0.210
H 0.210 -0.029 -2.530
H 0.718 2.973 0.324
H -0.404 1.220 2.180
H 0.929 2.172 2.378
H 1.259 0.422 1.852
```

---

Record 2
The following is a DFT calculation (the ωB97M-V functional and the def2-TZVPD basis) of a cluster of 3 separate species, C5H11NO2 in total in a non-equilibrium geometry.

Values from the calculation:
- energy relative to the best compared isomer or geometry (same formula, charge and spin) (kcal per mole) = 3.9
- highest occupied orbital energy (alpha / beta) (hartree) = -0.4911 / -0.4911
- total charge = +1
- frontier orbital gap (alpha / beta) (eV) = 10.117 / 6.128
- expectation value of S² = 0.76
- 2S+1 = 2

Geometry as XYZ:
```
19
C5H11NO2 | the OMol25 dataset | the ωB97M-V functional and the def2-TZVPD basis
C -0.553 0.123 -1.184
C -0.288 -0.107 -2.535
N 0.803 -0.900 -2.719
C 1.246 -1.224 -1.465
C 0.399 -0.659 -0.497
C 2.389 -2.130 -1.211
H -1.387 0.483 -0.616
H -0.778 0.434 -3.334
H 1.310 -1.083 -3.568
H 0.400 -0.923 0.544
H 2.030 -3.156 -1.349
H 3.177 -1.994 -1.954
H 2.770 -1.940 -0.217
H 0.094 2.685 1.991
H 0.314 1.240 2.180
O 0.166 1.863 1.478
H -3.321 2.303 5.114
H -4.501 2.450 4.214
O -4.270 2.536 5.129
```